(1)
The following is a quantum chemistry calculation of an isolated molecule of C18H28N2O3S, from the OMol25 dataset.

Cartesian coordinates (Å):
C: -6.79142 -0.19718 1.03098
H: -6.51224 -1.07396 1.61039
H: -7.69978 -0.42517 0.47890
H: -7.00304 0.61859 1.71898
C: -5.66663 0.17967 0.06941
C: -5.39249 -0.95553 -0.91232
H: -5.09225 -1.85188 -0.37469
H: -6.28481 -1.17787 -1.49370
H: -4.58959 -0.69527 -1.59802
H: -5.97052 1.07160 -0.49391
C: -4.40284 0.52911 0.86537
N: -3.30617 1.00982 0.05268
S: -2.19277 -0.08870 -0.54968
O: -2.33197 -1.33049 0.15278
O: -2.24358 -0.08153 -1.98554
C: -0.67537 0.69162 -0.02790
C: -0.24995 0.50026 1.27071
C: 0.94167 1.07009 1.68161
C: 1.70716 1.83212 0.80304
C: 1.24158 2.03918 -0.49229
C: 0.05282 1.46619 -0.90944
H: -0.30900 1.58606 -1.91817
H: 1.81971 2.63012 -1.18482
C: 3.03022 2.39305 1.25135
H: 2.91653 3.46417 1.44288
H: 3.31185 1.93194 2.20126
C: 4.14949 2.20665 0.21764
C: 4.12735 0.88822 -0.55265
O: 4.47190 0.83486 -1.71485
N: 3.76103 -0.19762 0.15814
H: 3.39259 -0.08536 1.08794
C: 3.58297 -1.50168 -0.44826
C: 4.06470 -2.61291 0.50553
H: 4.51105 -2.16184 1.39272
H: 4.82549 -3.23363 0.03616
C: 2.82126 -3.43537 0.87629
H: 2.76083 -4.32282 0.24583
H: 2.83955 -3.76030 1.91556
C: 1.64234 -2.51388 0.56904
H: 0.70594 -3.05092 0.43391
H: 1.50322 -1.78974 1.37369
C: 2.09682 -1.80602 -0.70196
H: 1.52887 -0.90313 -0.91812
H: 2.00499 -2.48079 -1.55265
H: 4.15034 -1.46954 -1.38078
H: 5.11956 2.27980 0.71563
H: 4.11817 2.99694 -0.53321
H: 1.28702 0.91417 2.69460
H: -0.84302 -0.11445 1.92825
H: -3.59427 1.64504 -0.67590
H: -4.02708 -0.36087 1.37282
H: -4.63097 1.29660 1.61405

Computed properties:
E_HOMO	-9.20	eV
energy relative to the best compared isomer or geometry (same formula, charge and spin)	11.1	kcal/mol
frontier orbital gap	9.7	eV
structure (SMILES)	CC(C)CNS(=O)(=O)c1ccc(CCC(=O)NC2CCCC2)cc1
maximum force	0.9	eV Å⁻¹
DFT total energy	-1436.13160	a.u.

***

(2)
The following is a quantum chemistry calculation of an isolated molecule of C4H9N in a non-equilibrium geometry, from the OMol25 dataset.

Cartesian coordinates (Å):
C: 1.57106 0.92140 0.81774
C: 0.50329 -0.07593 0.31316
C: -0.92022 0.17690 0.72806
N: -0.52116 0.29797 -0.66116
C: -0.98176 -0.84717 -1.44780
H: 1.78020 1.00366 1.92691
H: 2.53786 0.69849 0.34160
H: 1.23752 1.91200 0.49518
H: 0.84449 -1.10229 0.15729
H: -1.16445 1.15517 1.15182
H: -1.57082 -0.63804 1.05964
H: -0.95973 -1.84558 -0.94775
H: -2.02417 -0.62702 -1.67706
H: -0.42541 -0.95002 -2.38542

Computed properties:
E_HOMO	-9.08	eV
energy relative to the best compared isomer or geometry (same formula, charge and spin)	30.1	kcal/mol
frontier orbital gap	10.3	eV
structure (SMILES)	C[C@H]1CN1C
maximum force	1.5	eV Å⁻¹
DFT total energy	-212.50314	a.u.

***

(3)
The following is a quantum chemistry calculation of a structure of composition C2H3O3Yb in a non-equilibrium geometry, from the OMol25 dataset.

Cartesian coordinates (Å):
O: 2.62935 -1.35435 0.04310
C: 1.77629 -0.51944 -0.00870
O: 1.80177 0.72769 0.14948
C: -1.55625 -0.22726 -0.02215
O: -1.41496 1.02594 0.20248
Yb: 0.33238 2.49007 0.34657
H: -2.40721 -0.71951 0.48039
H: -1.54635 -0.51023 -1.09035
H: 0.38501 -0.91292 -0.10083

Computed properties:
E_HOMO (spin up / spin down)	-18.91 / -18.90	eV
charge	+2
<S²>	0.774
energy relative to the best compared isomer or geometry (same formula, charge and spin)	55.1	kcal/mol
multiplicity	2
frontier orbital gap (spin up / spin down)	8.4 / 5.9	eV
maximum force	6.0	eV Å⁻¹
DFT total energy	-1461.62616	a.u.

***

(4)
The following is a quantum chemistry calculation of an isolated molecule of C18H21ClFN7O in a non-equilibrium geometry, from the OMol25 dataset.

Cartesian coordinates (Å):
C: 0.18429 -0.89614 4.61134
C: 0.21341 -0.61647 3.14462
N: -0.93878 -0.31172 2.57081
C: -0.81812 -0.07145 1.26614
N: -1.75607 0.25414 0.34915
N: -1.17078 0.38062 -0.85517
N: 0.07682 0.15564 -0.76897
C: 0.37702 -0.13312 0.52447
C: 1.54016 -0.47168 1.25295
N: 1.40745 -0.70668 2.55697
N: 2.74941 -0.51542 0.67772
H: 2.77777 -0.48206 -0.33139
C: 3.91295 -1.05950 1.32652
H: 4.75549 -0.37978 1.17065
C: 4.23075 -2.44971 0.76085
N: 4.36130 -2.38348 -0.68512
C: 5.67699 -1.94298 -1.11745
C: 5.66548 -1.75716 -2.63522
H: 6.65706 -1.48174 -2.99821
O: 5.31893 -2.95054 -3.29550
C: 4.05581 -3.40015 -2.86562
C: 4.03041 -3.63029 -1.35397
H: 3.02781 -3.94114 -1.05315
H: 4.74521 -4.43208 -1.09778
H: 3.86232 -4.33099 -3.40098
H: 3.28596 -2.65889 -3.12785
H: 4.94671 -0.96493 -2.89479
H: 5.91788 -0.99227 -0.63987
H: 6.45399 -2.68123 -0.84854
H: 5.13462 -2.85239 1.24576
H: 3.39393 -3.11141 0.99647
H: 3.69329 -1.12569 2.39268
C: -3.15844 0.48898 0.56420
C: -3.55053 1.83070 0.00568
C: -2.96997 2.98823 0.51728
C: -3.24863 4.25000 0.02988
C: -4.14567 4.37258 -1.01649
C: -4.74664 3.24945 -1.55384
C: -4.44598 1.99315 -1.04748
Cl: -5.21825 0.62153 -1.75174
H: -5.44561 3.33882 -2.36996
H: -4.37657 5.34754 -1.41540
H: -2.76483 5.10781 0.46808
F: -2.09993 2.86973 1.53777
H: -3.31200 0.45557 1.64750
H: -3.74222 -0.30149 0.08431
H: 0.64711 -1.85925 4.81233
H: -0.84193 -0.89015 4.96407
H: 0.75643 -0.13356 5.13565

Computed properties:
E_HOMO	-8.54	eV
energy relative to the best compared isomer or geometry (same formula, charge and spin)	0.8	kcal/mol
frontier orbital gap	9.4	eV
structure (SMILES)	Cc1nc(NCCN2CCOCC2)c2nnn(Cc3c(F)cccc3Cl)c2n1
maximum force	1.6	eV Å⁻¹
DFT total energy	-1717.10601	a.u.

***

(5)
The following is a quantum chemistry calculation of a structure of composition C19H27N7O6Pd in a non-equilibrium geometry, from the OMol25 dataset.

Cartesian coordinates (Å):
O: 0.82253 5.61161 0.82975
H: 1.71914 5.77748 0.39537
Pd: 0.12498 1.48303 -0.33031
N: -0.37298 2.58808 1.27161
N: 1.81820 1.33331 0.75042
N: -1.62480 1.57488 -1.39782
N: 0.48312 0.19224 -1.82334
O: -1.57400 2.92195 1.46595
O: -2.65517 2.40032 -1.10972
O: 1.61405 -0.54408 -1.80037
O: 2.76016 0.53489 0.41336
C: 1.87875 2.18422 1.82673
C: 0.67218 2.84170 2.14415
C: -1.68926 0.77660 -2.45824
C: -0.49665 -0.00928 -2.70364
C: 0.43323 3.73038 3.31214
H: 0.09324 4.70109 2.93671
H: 1.35420 3.87884 3.88678
H: -0.31897 3.30371 3.99438
C: 3.17949 2.29954 2.53704
H: 3.95516 2.70015 1.86824
H: 3.50781 1.31799 2.90138
H: 3.10464 2.97568 3.39186
C: -2.97017 0.57022 -3.18249
C: -0.38689 -1.10200 -3.69100
H: -3.66568 1.40886 -3.06667
H: -3.51287 -0.32580 -2.84140
H: -2.80966 0.43771 -4.25544
H: 0.44562 -1.78519 -3.47315
H: -0.21133 -0.72841 -4.70490
H: -1.30593 -1.69098 -3.72835
H: -2.46719 2.72843 -0.15975
H: 2.12643 -0.16061 -0.99115
C: 1.07175 2.95399 -1.52239
H: 0.83699 3.81584 -0.87737
H: 0.58506 3.06038 -2.48459
H: 2.13601 2.75160 -1.53471
O: -1.97839 5.48280 -0.08467
H: -1.23266 5.93163 0.37945
H: -1.52343 5.11029 -0.86085
N: -0.46535 -9.34917 -0.19881
C: -0.41553 -8.18936 -0.02684
C: -0.35153 -6.75361 0.20133
C: 0.18599 -5.90070 -0.77209
C: 0.19386 -4.51720 -0.57172
C: -0.23338 -3.99875 0.66070
C: -0.72916 -4.85274 1.65201
C: -0.80923 -6.22137 1.40737
N: -0.10994 -2.61257 0.92974
C: 0.18657 -2.04748 2.14655
C: 0.15779 -0.69959 2.00675
N: -0.06583 -0.43186 0.67349
C: -0.31063 -1.57316 0.06998
H: 0.58546 -6.32463 -1.69127
H: 0.57787 -3.86100 -1.35165
H: -1.08602 -4.46001 2.60012
H: -1.23178 -6.88112 2.15630
H: 0.37764 -2.63250 3.02621
H: 0.28452 0.00753 2.78782
H: -0.66805 -1.73380 -0.92902

Computed properties:
E_HOMO (spin up / spin down)	-5.84 / -7.21	eV
<S²>	2.237
energy relative to the best compared isomer or geometry (same formula, charge and spin)	0.0	kcal/mol
multiplicity	3
frontier orbital gap (spin up / spin down)	5.4 / 4.7	eV
maximum force	3.3	eV Å⁻¹
DFT total energy	-1702.43400	a.u.

***

(6)
The following is a quantum chemistry calculation of a structure of composition C17H17GaN4OSSbSe4, from the OMol25 dataset.

Cartesian coordinates (Å):
Ga: -1.83829 -1.85145 -0.91596
Se: -4.33885 0.46607 -1.98259
Sb: -3.57690 -0.90440 -4.15508
Se: -1.73913 -2.52734 -3.16220
Se: -3.82241 -0.82777 -0.07922
Se: -2.36769 0.83293 -5.32096
N: 1.07948 0.23737 1.52052
C: 0.65516 -1.00205 1.15929
N: 0.95718 -2.04414 1.98292
O: 0.03478 -1.17883 0.11459
H: 1.53706 0.42627 2.39168
H: 0.81933 1.00125 0.91869
H: 1.28943 -1.89679 2.91725
H: 0.47934 -2.90924 1.76969
S: 1.47182 4.14623 -2.10911
C: 0.42528 2.71652 -1.92069
C: 0.53173 1.68791 -2.83379
C: -0.27573 0.56096 -2.66620
N: -1.11974 0.42900 -1.65585
C: -1.26267 1.45386 -0.80832
C: -0.51803 2.61258 -0.89852
C: 2.04902 4.29704 -0.43441
C: 3.14211 3.56036 0.00476
C: 3.55606 3.69455 1.32168
N: 2.96274 4.49885 2.20943
C: 1.92044 5.21159 1.77149
C: 1.43520 5.14979 0.47244
H: 1.23275 1.73643 -3.65857
H: -0.22300 -0.28126 -3.34681
H: -1.98812 1.30921 -0.01603
H: -0.67388 3.40964 -0.18253
H: 3.64954 2.88183 -0.66964
H: 4.40535 3.12256 1.68362
H: 1.44146 5.86235 2.49731
H: 0.59072 5.75711 0.17073
C: -0.79366 -5.58389 1.97669
C: -0.16136 -5.43302 0.74557
C: -0.50816 -4.37383 -0.09051
C: -1.48145 -3.43147 0.26924
C: -2.10863 -3.61310 1.50626
C: -1.77349 -4.67176 2.35290
H: -0.53229 -6.40847 2.62893
H: 0.59609 -6.14327 0.43522
H: -0.00408 -4.27913 -1.04649
H: -2.87480 -2.91670 1.82708
H: -2.27971 -4.78433 3.30549

Computed properties:
E_HOMO	-3.67	eV
charge	-1
energy relative to the best compared isomer or geometry (same formula, charge and spin)	0.0	kcal/mol
frontier orbital gap	5.6	eV
maximum force	0.6	eV Å⁻¹
DFT total energy	-13121.47021	a.u.

***

(7)
The following is a quantum chemistry calculation of a structure of composition C13H17N3O4RuS, from the OMol25 dataset.

Cartesian coordinates (Å):
Ru: 0.47816 -0.23531 -0.19238
O: -0.82204 -2.86103 -2.86596
C: -0.37934 -2.35455 -1.87626
O: 0.48841 -1.33582 -1.85840
C: -0.63960 -2.87468 -0.47568
C: -0.98443 -4.16309 -0.11357
C: -0.77473 -4.54678 1.20827
C: -0.12181 -3.69107 2.09332
C: 0.19240 -2.42237 1.64761
N: -0.19360 -2.02355 0.44066
C: 1.20673 -1.45551 2.23011
O: 1.50292 -1.41880 3.39308
O: 1.75758 -0.70252 1.27709
H: -1.34976 -4.85126 -0.86276
H: -1.03645 -5.54734 1.52473
H: 0.18704 -4.00917 3.07904
C: 1.26294 2.67904 -0.12533
C: 0.90685 2.27400 1.29547
N: -0.10144 1.17857 1.31060
C: -1.52419 1.58170 1.20950
C: -1.92624 1.98474 -0.19821
S: -1.32689 0.75930 -1.41602
C: -0.35062 1.78210 -2.57818
C: 1.15848 1.63833 -2.38021
N: 1.51168 1.47016 -0.95117
H: 2.13912 3.32908 -0.11450
H: 0.46027 3.24777 -0.58831
H: 0.55261 3.13633 1.86513
H: 1.78893 1.87253 1.79385
H: 0.00547 0.71565 2.21006
H: -1.74032 2.39911 1.90312
H: -2.11094 0.71744 1.52161
H: -1.55144 2.96643 -0.47607
H: -3.01195 2.01920 -0.27220
H: -0.70270 2.80780 -2.47866
H: -0.61915 1.44400 -3.57704
H: 1.66211 2.50805 -2.81095
H: 1.50601 0.74437 -2.89365
H: 2.49993 1.23717 -0.89774

Computed properties:
E_HOMO (spin up / spin down)	-12.36 / -12.57	eV
charge	+1
<S²>	0.754
energy relative to the best compared isomer or geometry (same formula, charge and spin)	0.0	kcal/mol
multiplicity	2
frontier orbital gap (spin up / spin down)	9.1 / 8.0	eV
maximum force	0.1	eV Å⁻¹
DFT total energy	-1463.73732	a.u.